--- i ---
ORCA calculation (ωB97M-V/def2-TZVPD) on a 2-piece molecular cluster, C5H11O3 overall.

Each line ends with the Löwdin spin population.
CARTESIAN COORDINATES (ANGSTROEM)
C 1.16810 0.45192 -3.11608  0.020
C 1.53811 1.46303 -2.03223  0.015
O 2.41352 2.30768 -2.20319  0.175
O 0.85591 1.41357 -0.89286  0.696
H 0.18055 0.04449 -2.80403  0.007
H 1.89620 -0.39639 -3.04351  0.000
H 0.92992 0.87829 -4.03629  0.004
C -1.14809 -0.77914 1.25303  0.009
C 0.06572 -1.62326 1.59111  0.001
C -1.43935 0.48571 2.14890  0.000
O -0.95122 -0.29211 -0.03676  0.066
H -2.04757 -1.45119 1.25273  0.007
H 0.72117 -1.91876 0.79497  0.000
H -0.54071 0.89698 2.53284  0.000
H -1.86394 1.27543 1.37480  0.000
H -2.12722 0.49629 2.79453  0.000
H -0.22115 0.52536 -0.19905  0.002
H -0.25969 -2.48441 2.33697  0.000
H 0.82974 -1.29349 2.28410  0.000

Values from the calculation:
<S²>: 0.757
Charge: 0
E_HOMO (spin up / spin down), hartree: -0.36817 / -0.36466
LUMO level (spin up / spin down), eV: 0.74 / -4.00
HOMO-LUMO gap (spin up / spin down), eV: 10.7608 / 5.9248
Spin multiplicity: 2

--- ii ---
ORCA calculation (ωB97M-V/def2-TZVPD) on a 2-piece molecular cluster, C5H11O3 overall.

Each line ends with the Löwdin spin population.
CARTESIAN COORDINATES (ANGSTROEM)
C -3.36328 -0.40439 0.49744  0.054
C -2.01823 -0.93396 0.02593  0.059
O -1.03297 -0.75306 0.73766  0.063
O -2.01759 -1.64648 -1.03103  0.811
H -3.78413 -1.19201 1.09745  0.000
H -4.02511 -0.02880 -0.26131  0.000
H -3.06798 0.42268 1.16093  0.012
C 1.79988 0.95263 0.27451  0.000
C 2.65467 -0.29991 0.40923  0.000
C 2.65684 2.05491 -0.35573  0.000
O 0.74783 0.67062 -0.63853  0.000
H 1.37639 1.34650 1.21401  0.000
H 2.01276 -1.11776 0.76921  0.000
H 2.93924 1.78583 -1.39194  0.000
H 2.15536 3.02375 -0.39786  0.000
H 3.58565 2.17322 0.20180  0.000
H 0.12997 0.12205 -0.11147  0.000
H 3.55260 -0.19520 1.00781  0.000
H 2.81430 -0.57444 -0.65895  0.000

Values from the calculation:
<S²>: 0.754
Charge: 0
E_HOMO (spin up / spin down), hartree: -0.35396 / -0.35389
LUMO level (spin up / spin down), eV: 0.66 / -3.69
HOMO-LUMO gap (spin up / spin down), eV: 10.2943 / 5.9365
Spin multiplicity: 2

Here is how they stack up, most stable first: ii, i.

--- i ---
ORCA calculation (ωB97M-V/def2-TZVPD) on C2H3N4 as an isolated structure.

Each line ends with the Mulliken charge.
CARTESIAN COORDINATES (ANGSTROEM)
C 2.39312 0.93083 -0.25180  0.506
C 0.05481 -0.03249 -0.11506  -0.647
N 3.47661 -0.57962 0.16077  0.087
N 2.25302 -1.00042 0.38195  -0.192
N 3.62597 0.62334 -0.26336  -0.169
N 1.46768 0.00983 0.07326  0.424
H -0.45401 -0.52953 0.81000  0.291
H -0.51538 0.87388 -0.38582  0.327
H -0.13218 -0.58285 -0.96234  0.373

Values from the calculation:
Charge: +1
E_HOMO (spin up / spin down), hartree: -0.65473 / -0.65294
LUMO level (spin up / spin down), eV: -10.43 / -10.46
HOMO-LUMO gap (spin up / spin down), eV: 7.3882 / 7.3121

--- ii ---
ORCA calculation (ωB97M-V/def2-TZVPD) on C2H3N4 as an isolated structure.

Each line ends with the Mulliken charge.
CARTESIAN COORDINATES (ANGSTROEM)
C -1.90751 -0.24831 0.17749  0.631
C -0.00311 -0.30561 -0.00379  0.444
N -1.03347 -1.15642 0.15101  -0.360
N -1.77432 0.96542 -0.01331  -0.355
N -0.40390 0.97182 0.10335  -0.004
N 1.25953 -0.61772 0.09545  -0.359
H 0.40218 1.87761 -0.12169  0.409
H 1.52806 -1.58881 -0.28017  0.332
H 1.93255 0.10202 -0.10835  0.263

Values from the calculation:
Charge: +1
E_HOMO (spin up / spin down), hartree: -0.57076 / -0.56645
LUMO level (spin up / spin down), eV: -7.85 / -8.55
HOMO-LUMO gap (spin up / spin down), eV: 7.6830 / 6.8647

--- iii ---
ORCA calculation (ωB97M-V/def2-TZVPD) on an isolated ion of composition C2H3N4 and charge +1.

Each line ends with the Mulliken charge.
CARTESIAN COORDINATES (ANGSTROEM)
C 1.73614 0.66446 -0.11200  0.370
C -1.73253 -0.41377 -0.25113  0.319
N 1.78042 -0.49392 0.31929  -0.472
N 0.66073 -0.17403 -0.52966  -0.259
N -1.60428 0.73466 0.16667  -0.303
N -0.49527 -0.22599 0.32192  0.194
H 1.83920 1.64262 -0.33566  0.377
H -2.04954 -1.20195 -0.94290  0.335
H -0.13486 -0.53209 1.36346  0.439

Values from the calculation:
Charge: +1
E_HOMO, hartree: -0.57528
LUMO level, eV: -5.31
HOMO-LUMO gap, eV: 10.3458
SMILES: C1=NN1[N@@H+]1C=N1

Here is how they stack up, most stable first: ii, iii, i.

--- i ---
ORCA calculation (ωB97M-V/def2-TZVPD) on a 2-piece molecular cluster, C12H16N2O overall.

Each line ends with the Mulliken charge.
CARTESIAN COORDINATES (ANGSTROEM)
C -1.56687 -0.31705 -0.84788  0.797
C -2.59798 0.37272 -1.76323  -1.229
C -1.98486 -1.88146 -0.75862  0.451
O -2.87808 -2.40764 -1.36884  -0.608
N -1.39708 -2.58971 0.32281  -0.309
H -0.55902 -0.26516 -1.19461  -0.402
H -1.47191 0.26515 0.09822  -0.012
H -2.33193 0.10144 -2.86740  0.273
H -1.70974 -3.47475 0.53239  0.176
H -0.61765 -2.32895 0.84915  0.165
H -2.83794 1.38894 -1.56068  0.400
H -3.55012 -0.29933 -1.88843  0.282
C 2.21673 -1.07082 -1.32151  -1.572
C 1.05916 0.72017 1.63985  0.192
C 1.37535 0.64740 0.24709  0.534
C 1.91944 -0.68503 0.09145  0.847
C 1.81476 -1.37604 1.21673  -0.993
C 0.25270 1.68319 2.21473  -0.742
C 0.11307 2.89369 1.54482  -0.556
C 1.14175 1.84382 -0.48563  -0.102
C 0.55782 3.00578 0.17143  -0.822
N 1.40598 -0.49392 2.28092  -0.292
H 0.68039 -0.71479 2.96233  0.311
H 0.20262 1.66668 3.38562  0.223
H 1.94086 -2.51397 1.34860  0.390
H -0.30454 3.75196 1.95199  0.507
H 1.66069 1.83732 -1.38203  0.490
H 3.25156 -0.83989 -1.60063  0.326
H 1.51163 -0.63055 -2.02672  0.411
H 0.52798 3.86588 -0.40367  0.482
H 2.17523 -2.15509 -1.38826  0.383

Values from the calculation:
Charge: 0
E_HOMO, hartree: -0.31307
LUMO level, eV: 0.56
HOMO-LUMO gap, eV: 9.0805
SMILES: Cc1c[nH]c2ccccc12.CCC(N)=O

--- ii ---
ORCA calculation (ωB97M-V/def2-TZVPD) on a 2-piece molecular cluster, C12H16N2O overall.

Each line ends with the Mulliken charge.
CARTESIAN COORDINATES (ANGSTROEM)
C -1.68419 -0.39525 -1.14341  0.460
C -2.23017 -0.04041 -2.52513  -1.242
C -1.99913 -1.89187 -0.73659  0.424
O -2.79794 -2.58089 -1.31515  -0.627
N -1.39360 -2.22324 0.44350  -0.348
H -0.59888 -0.37471 -1.08994  -0.491
H -1.99060 0.30044 -0.36132  0.340
H -1.42148 -0.29694 -3.22540  0.320
H -1.44214 -3.12493 0.88691  0.216
H -0.68176 -1.61407 0.82798  0.284
H -2.58168 0.98489 -2.63686  0.317
H -2.92553 -0.82430 -2.82466  0.351
C 2.35754 -1.04305 -1.24305  -1.364
C 0.84814 0.87820 1.44915  0.089
C 1.42526 0.81321 0.17603  1.033
C 1.83295 -0.61002 0.09112  1.229
C 1.55297 -1.22370 1.24979  -1.333
C 0.22495 2.00829 2.03665  -0.863
C 0.16020 3.11897 1.21056  -0.547
C 1.30003 1.93298 -0.64011  -0.457
C 0.67797 3.02935 -0.08893  -0.713
N 0.81637 -0.37218 2.09835  -0.047
H 0.40227 -0.57357 2.99014  0.137
H -0.24073 1.89183 3.00442  0.383
H 1.57033 -2.24866 1.57237  0.420
H -0.15242 3.98445 1.77039  0.394
H 1.54392 1.83795 -1.69113  0.374
H 3.45195 -1.04487 -1.33733  0.341
H 1.98893 -0.33209 -1.98154  0.229
H 0.78998 4.01549 -0.54641  0.339
H 2.17807 -2.03261 -1.67301  0.351

Values from the calculation:
Charge: 0
E_HOMO, hartree: -0.30776
LUMO level, eV: 0.66
HOMO-LUMO gap, eV: 9.0305
SMILES: Cc1c[nH]c2ccccc12.CCC(N)=O

--- iii ---
ORCA calculation (ωB97M-V/def2-TZVPD) on a 2-piece molecular cluster, C12H16N2O overall.

Each line ends with the Mulliken charge.
CARTESIAN COORDINATES (ANGSTROEM)
C -0.40006 -0.67841 -2.97183  -1.444
C 1.10435 0.08725 -0.95967  1.067
C 0.28930 0.41946 -2.12322  0.428
C 1.82580 1.32807 -0.71484  -0.252
C 0.48233 1.75384 -2.42126  -0.735
C 1.43813 -1.01347 -0.21304  -0.290
C 2.80611 1.50016 0.30858  -0.750
C 2.45231 -0.86680 0.84186  -0.636
C 3.13267 0.32456 1.03936  -0.344
N 1.44920 2.25129 -1.58119  0.009
H 1.05345 -1.97929 -0.45200  0.397
H -0.82097 -1.51697 -2.34813  0.239
H 0.20533 -1.17991 -3.59338  0.419
H -0.05091 2.23525 -3.18689  0.457
H 1.71776 3.28112 -1.53786  0.274
H 3.15484 2.49356 0.74537  0.221
H 2.61015 -1.81491 1.51045  0.228
H 3.78732 0.47038 1.87152  0.380
H -1.08805 -0.26284 -3.74816  0.347
C -2.36524 0.23404 1.63193  -0.539
C -1.30883 -0.00094 2.66339  -0.924
C -2.25636 -0.76130 0.49645  0.487
O -1.79546 -0.58827 -0.65007  -0.540
N -2.76587 -2.01304 0.96135  -0.429
H -3.33256 0.30296 2.09762  0.400
H -2.19761 1.26054 1.19055  0.266
H -0.42754 0.65979 2.56378  0.255
H -0.85252 -1.03333 2.68251  0.300
H -2.89172 -2.82734 0.28509  0.243
H -3.21231 -2.11854 1.89304  0.195
H -1.74305 0.05309 3.71869  0.270

Values from the calculation:
Charge: 0
E_HOMO, hartree: -0.26850
LUMO level, eV: 0.80
HOMO-LUMO gap, eV: 8.1106
SMILES: Cc1c[nH]c2ccccc12.CCC(N)=O

Here is how they stack up, most stable first: ii, iii, i.

--- i ---
ORCA calculation (ωB97M-V/def2-TZVPD) on a single C3H6N2S3 molecule.

Each line ends with the Mulliken charge.
CARTESIAN COORDINATES (ANGSTROEM)
C 1.10829 -0.47787 0.12285  0.301
C -0.32062 -1.07208 0.28241  -0.638
C -1.15199 0.68955 -1.06363  -0.258
N 1.16475 0.80965 -0.13260  -0.414
N -1.22081 0.01595 0.07288  0.004
S 2.24464 -1.67407 0.38674  -0.370
S 2.60271 1.70352 -0.20691  -0.192
S -2.12304 0.70977 1.37019  -0.093
H -0.25034 -1.93946 -0.55374  0.259
H -0.61863 -1.46914 1.25942  0.394
H -1.59701 1.60578 -1.18543  0.343
H -0.35051 0.50346 -1.78584  0.348
H 3.65672 0.88699 0.01151  0.119
H -3.14416 -0.29205 1.42216  0.196

Values from the calculation:
Charge: 0
E_HOMO, hartree: -0.26637
LUMO level, eV: -1.43
HOMO-LUMO gap, eV: 5.8197

--- ii ---
ORCA calculation (ωB97M-V/def2-TZVPD) on a single C3H6N2S3 molecule.

Each line ends with the Mulliken charge.
CARTESIAN COORDINATES (ANGSTROEM)
C -0.57988 1.20132 0.43489  -1.189
C -0.74371 -0.25201 0.04704  0.735
C 2.94910 -0.17695 -0.38482  -0.168
H -1.09651 1.38693 1.40587  0.325
H 0.46236 1.50924 0.45023  0.336
H -1.07883 1.77880 -0.38236  0.359
H 0.13965 -1.93044 -0.43550  0.304
H 2.50482 -0.02158 -1.36364  0.324
H -4.11831 -0.94161 -0.25781  0.143
N 0.43187 -0.99605 -0.19243  -0.263
N -1.85433 -0.87953 -0.10386  -0.560
S 1.81159 -0.86968 0.75822  0.024
S 4.46048 0.18710 -0.03403  -0.222
S -3.28830 0.00444 0.05819  -0.147

Values from the calculation:
Charge: 0
E_HOMO, hartree: -0.31519
LUMO level, eV: -0.37
HOMO-LUMO gap, eV: 8.2029
SMILES: C/C(=N\S)NSC=S

Here is how they stack up, most stable first: ii, i.